(1)
Molecular formula: C23H39N5O4
Method: DFT, ωB97M-V with the def2-TZVPD basis set

Last column: Mulliken charge in e.
Positions of all 71 atoms, in Å:
N -3.3582 -1.2463 0.3950  -0.6660
N 0.0254 2.7526 0.7339  -0.2139
C 3.9284 1.8510 1.1800  -0.5842
H -2.8881 -2.0699 0.7407  0.2143
H 3.8323 -0.2259 0.8606  0.5721
H 2.2689 -0.2084 -0.7339  0.6125
N 2.8828 -4.5634 4.2505  -0.5786
H -1.8786 0.5573 0.8987  0.6562
O 0.6421 1.6179 2.6288  -0.6341
N 4.9226 1.9230 0.0882  -0.6927
H 3.2397 2.6883 1.0844  0.1751
C -0.1424 2.4426 -0.7061  -0.3525
O -3.4025 2.8570 -3.6586  -0.5522
H -0.2334 -1.5003 0.3128  0.4164
H -2.8140 2.5612 -6.1383  0.3809
H -1.2736 3.0569 -5.4924  0.3527
C -4.2231 -0.2688 -3.9108  -1.5122
H -2.2026 3.1631 -1.0157  0.3338
H 0.0025 -3.4459 5.5764  0.4313
H -4.5941 -1.2837 -3.8216  0.4023
H -0.2213 1.8204 -3.5702  0.7086
C -1.1861 3.4020 -1.2888  -1.6095
C 2.9587 -4.6821 6.6430  -0.3598
C -2.6930 -0.2901 -3.9269  -0.9053
C 1.6512 -4.0700 4.3514  -0.1613
C 0.5985 0.4960 0.4227  2.3162
H 4.8074 1.1530 -0.5551  0.2794
H 1.0620 0.5038 -2.1720  0.5268
H -1.5401 1.3776 -5.9172  0.3631
H -4.2265 -1.5781 -0.0020  0.2892
H -4.5913 0.1419 -4.8449  0.3968
C 1.6753 -4.1666 6.7287  -0.3090
H -2.3433 -1.1229 -3.3280  0.4710
C 3.1167 0.5627 1.0946  -1.0557
H 2.2483 1.5303 -0.6086  0.5200
H -3.2683 -0.3356 -1.4571  -0.2326
H 1.4000 -1.4889 0.8860  0.4471
C -2.0053 2.2568 -5.4854  -1.4134
O -1.1522 -1.3648 2.7174  -0.5923
H 0.7900 2.7192 -1.1976  0.0585
C -2.5541 -0.6362 -0.7057  -0.2147
H -4.5744 0.3189 -3.0740  0.3280
H 1.1609 -3.8371 3.4146  0.4495
C -0.0141 -1.1340 2.3667  -0.0428
C -0.4246 0.9291 -0.6981  1.5986
H -2.4903 1.4601 -0.4341  0.2188
H 4.4583 1.8827 2.1239  0.4203
H 3.5188 -4.9418 7.5307  0.3512
H -0.1158 -0.7483 -2.0405  0.4969
H 0.7105 -0.7595 4.0761  0.3840
H 1.2060 -4.0125 7.6919  0.3736
H -0.3396 0.1884 -4.1231  0.3672
C -2.5727 2.0633 -4.0952  0.3836
H -0.9738 4.3878 -0.8821  0.5517
H -1.0690 3.4947 -2.3609  0.3630
H 0.5478 3.5878 0.9412  0.4598
C 0.4588 -0.9549 0.9459  -0.9405
H 2.6811 0.2956 2.0474  0.2473
H -1.8549 -1.3719 -1.0885  0.4661
C -0.6589 0.8572 -3.3216  -1.9150
C 0.4443 1.6258 1.4295  -0.2089
C 2.0844 0.6136 -0.0500  -1.8672
C 0.0001 0.3341 -2.0365  -1.4034
H -2.3139 -0.4139 -4.9393  0.5994
C 1.0048 -3.8522 5.5589  -0.3892
H 4.7926 2.7551 -0.4661  0.2678
C 3.5137 -4.8589 5.3851  -0.1630
N -2.1358 0.9384 -3.2858  0.9848
C -1.8461 0.6273 -0.1825  -0.6550
H 4.5163 -5.2573 5.2743  0.3655
O 1.0244 -1.1045 3.2352  -0.3767

Calculated values
HOMO: -0.3354 Ha
Charge: 0
Gap between HOMO and LUMO: 9.497 eV
E_LUMO: 0.3703 eV
E_tot: -1474.528811 hartree
SMILES: CCN(CC[C@]1(CCN)[C@@H](C)NC(=O)[C@@]1(CCCN)CC(=O)O)C(C)=O.c1ccncc1
Strongest force on any atom: 0.0441 hartree/bohr

---

(2)
Molecular formula: C23H40BrIN6P
Method: DFT, ωB97M-V with the def2-TZVPD basis set

Last column: Mulliken charge in e.
Positions of all 72 atoms, in Å:
C 3.6916 3.3137 1.8987  -0.3215
H 2.9619 5.2276 2.7843  0.3214
H 1.9861 3.8074 3.3105  0.3142
H 4.6483 3.7382 2.2998  0.4901
H -4.4775 0.9090 -0.2376  -0.0283
H 0.7019 -0.2896 2.7309  0.3275
Br 2.3912 -0.4738 -3.3488  0.0104
C 0.8368 -3.2899 -2.3597  -1.0479
H 1.9595 -3.1727 -0.4820  0.3451
H -4.2570 -0.7869 -4.3503  0.2546
N 6.2972 -2.4351 -0.4926  -0.6927
C 2.9270 -0.4696 -0.5295  -0.0553
H -2.7863 0.1430 -4.7031  0.2276
I 3.7773 3.6043 -0.2561  0.0871
C 6.1090 0.5902 1.2185  -0.8950
H 0.6985 -4.3895 -2.2050  0.3547
H -1.3627 -1.6987 2.1864  0.1380
H -6.3223 3.5636 -1.4304  0.2732
H -0.0867 -2.7071 -2.0844  0.1654
C 2.5286 4.2588 2.4416  -1.0712
H 3.0191 -3.1080 -2.0015  0.1731
C -7.0071 1.7560 -0.5549  0.4572
C 2.0756 -2.7478 -1.5159  -0.0416
H -5.3205 -2.0070 2.7971  0.2372
H -3.5877 -0.5947 1.2680  0.2148
C -5.1971 -3.0195 3.1813  -0.7791
H 6.5747 2.5788 2.1655  0.3266
H 1.0069 -1.4419 1.3785  0.3707
H 6.7591 -0.2329 1.6246  0.3517
C -3.8576 -3.5352 2.8171  0.4179
C -3.8915 0.1455 -0.7920  -0.8832
N -6.8256 0.6835 -0.1857  -0.4374
C -3.8607 0.0825 -4.8740  -0.7648
C -1.1502 -0.7644 1.5935  -0.9314
H -4.0461 -0.0291 -5.9417  0.3436
H 1.0307 -3.0532 -3.4367  0.3707
N 4.3248 -0.4746 -0.3840  0.4146
C 0.9286 0.6702 0.7852  -1.0558
H -4.5827 -0.3975 -1.4880  0.2019
H 0.8512 1.6597 1.3005  0.3831
C 2.0045 -1.1771 -1.5456  0.5403
C 2.4498 0.3835 0.5274  0.5206
H 0.4497 0.7342 -0.2180  0.3207
H -3.7657 -1.9058 0.0363  0.3595
H 6.4484 -0.4335 -1.8461  0.1152
C 3.5271 1.8027 2.3548  -1.2138
N 3.5686 0.8577 1.2159  0.1636
H 2.5542 1.6287 2.8821  0.5164
H -1.2736 -0.3680 -0.6423  0.1108
C -1.7022 -1.0424 0.1436  0.1787
C 6.6395 1.9161 1.2670  -0.5700
H 4.7855 -2.0482 -2.3809  0.0856
H 1.8384 4.4763 1.5893  0.3395
H -5.3059 -3.0060 4.2652  0.3152
H -1.6626 0.0889 2.1080  0.4686
C -7.2415 3.1438 -1.0228  -0.8294
H -5.9682 -3.6591 2.7534  0.2825
H 5.9855 -2.4199 0.4815  0.2577
H 0.9513 -0.9008 -1.2769  -0.7793
N -2.8187 -3.9314 2.5313  -0.4405
H 4.3780 1.5029 3.0228  0.4293
H -3.0880 0.5954 -1.4358  0.4050
C -3.2981 -0.9120 0.2294  -0.3766
C 4.7219 0.3159 0.6768  0.2850
H -8.0081 3.1501 -1.7964  0.2705
H -7.5734 3.7566 -0.1850  0.3225
C 0.4017 -0.5413 1.6726  -0.4284
C -4.5185 1.3115 -4.3755  0.3549
N -5.0292 2.2603 -3.9805  -0.3951
H -1.5232 -2.1146 -0.1534  0.0558
P 5.4883 -1.3741 -1.3494  0.4901
H 7.1183 2.2964 0.3232  0.2780

Calculated values
HOMO: -0.4166 Ha
Energy above the lowest of the compared OMol25 structures with the same formula, charge and spin: 43.4 kcal/mol
Charge: +1
Gap between HOMO and LUMO: 6.402 eV
E_LUMO: -4.9354 eV
E_tot: -4441.504910 hartree
Strongest force on any atom: 0.0708 hartree/bohr

---

(3)
Molecular formula: C23H40Cl3F5O7S
Method: DFT, ωB97M-V with the def2-TZVPD basis set

Last column: Mulliken charge in e.
Positions of all 79 atoms, in Å:
C 1.9816 -1.0568 1.9725  0.1716
C -3.0984 -2.7744 -2.1687  0.2571
O 0.8933 -2.5416 3.8484  -0.2967
H 2.4639 6.1498 -1.2531  0.2868
H -2.1868 0.4543 0.6103  0.0558
H -2.8193 -1.8602 -0.0950  -0.8047
Cl 0.2958 3.7573 4.2789  -0.0926
S 0.5455 -3.7519 2.7001  1.2678
H 1.2152 1.0815 2.1626  0.5028
H -1.4850 -4.6151 0.3906  0.3598
H -5.4677 -2.5995 -2.3461  0.2917
C -1.2876 0.8764 2.7416  0.4648
C 2.3090 1.4609 -4.3772  0.5341
C -1.2295 2.9258 0.5098  0.6512
Cl 3.1189 3.6188 4.9819  -0.1366
H -2.4219 3.2194 -1.4187  0.2410
F 2.7671 -0.9587 -3.8614  -0.2861
H -3.4993 0.7760 1.9405  0.2882
F 0.8268 1.4179 -4.1360  -0.2039
H 0.5816 0.2493 0.5947  -0.5264
C 2.1244 -1.6668 -0.7235  0.0026
H -0.8999 -1.8657 -2.3623  -0.1957
H -0.6694 1.9778 0.0558  -0.3116
C 0.7010 -3.2186 0.9098  -0.6806
C -4.0831 -3.7296 0.2310  -1.1707
C 2.0516 -1.7194 3.4697  -0.5928
C 2.8715 0.6595 -1.7907  -0.4986
H 0.9254 -4.1610 0.2123  0.6513
C 3.1464 0.4224 -3.3915  0.6771
H 3.4690 1.6078 -1.3806  0.3850
H 2.3294 -0.8831 4.2701  0.1997
F 2.4965 0.9131 -5.7716  -0.2698
C 0.5175 5.0062 -0.8521  -0.0421
H 3.0086 -0.4660 1.8251  0.4186
O -0.5093 -0.3064 2.3432  -0.3358
C -1.3677 -3.6537 -0.2686  -1.1252
H 1.2542 3.1467 6.3437  0.3974
H 1.1036 -1.1447 -1.0301  -0.5548
H 2.2085 -2.6170 -1.4411  0.5799
C 3.4269 -0.7162 -1.0187  -0.7529
H -2.3283 -0.7633 -2.9162  0.2661
H 2.9918 -2.4536 3.4649  0.3280
O -0.5415 -2.6143 0.3652  0.3657
F 4.6154 0.7013 -3.6082  -0.3044
H -4.4492 -1.1820 -3.2495  0.3470
C -1.9423 -1.8786 -2.9233  -0.7010
H -3.2818 -3.8199 -2.6740  0.3569
O -0.3890 4.0822 -1.5598  -0.3784
H -3.7444 -4.4306 1.1109  0.3400
H -0.6542 1.8235 3.0079  -0.6238
C -2.4217 1.1199 1.5672  -0.0490
Cl 1.4871 1.2066 5.0260  -0.0767
H -2.1390 4.8497 -0.4047  0.2873
O 1.3225 -5.0831 2.9566  -0.7059
H 4.1521 -1.3325 -1.7389  0.4037
H -0.1406 5.7134 -0.1538  0.2885
C -4.5173 -1.9019 -2.3184  -1.0741
O -0.9755 -4.1199 2.9088  -0.6597
H -4.7505 -2.8818 0.7283  0.2932
C -1.6368 3.8654 -0.7950  -0.5767
C 0.7899 0.0471 1.7520  0.1574
H 2.9982 -2.8795 1.0442  0.3304
H -1.8629 0.5727 3.7421  0.2389
C -2.8527 -2.9642 -0.5463  1.3589
H -4.6202 -1.2349 -1.3599  0.2163
H -0.4785 3.4491 1.2424  0.0594
H 1.7235 5.4238 -2.8490  0.2158
H -0.8175 -3.9697 -1.2602  0.3469
C 1.4438 5.9373 -1.8337  -0.9536
C 2.0167 -2.2466 0.8060  -0.3734
O -2.4347 2.5673 1.2892  -0.5015
H -1.7076 -2.2772 -4.0210  0.2463
H -4.8078 -4.3144 -0.4993  0.2616
F 2.8571 2.8390 -4.3926  -0.2266
C 1.5056 2.9575 5.2969  -0.1047
H 1.2213 4.3647 -0.1632  0.1138
H 0.9528 6.9790 -2.1115  0.2685
H 1.7394 0.8744 -1.5563  0.0740
H 4.0682 -0.4404 -0.0796  0.3381

Calculated values
HOMO: -0.3470 Ha
Charge: 0
Gap between HOMO and LUMO: 9.503 eV
E_LUMO: 0.0603 eV
E_tot: -3704.594630 hartree
SMILES: CCOCCOCCOC[C@H]1COS(=O)(=O)[C@@H](OC[C@H](C)C(C)C)[C@H]1CCCC(F)(F)C(F)(F)F.ClC(Cl)Cl
Strongest force on any atom: 0.1801 hartree/bohr